Entry 1:
Density functional theory data (wB97M-V/def2-TZVPD) for a cluster of 2 separate species, C4H12N3 in total at a distorted geometry.

Geometry as XYZ:
```
19
Properties=species:S:1:pos:R:3:mulliken_charge:R:1
N 1.050 1.535 2.536 -0.337
C 1.163 0.937 1.345 0.694
N 2.289 0.854 0.683 -0.284
H 1.857 1.918 3.042 0.241
H 0.152 1.410 3.016 0.278
H 0.307 0.440 0.943 -0.110
H 2.314 0.366 -0.190 0.260
H 3.158 1.232 1.001 0.216
C -1.833 -0.775 0.638 -1.095
C -1.153 -0.456 -0.682 -0.294
C -1.030 -1.325 -1.737 -0.192
N -0.729 -0.913 -3.074 -0.544
H -2.404 -1.703 0.563 0.355
H -1.145 -0.842 1.494 0.248
H -2.564 -0.060 0.911 0.315
H -1.096 0.613 -0.969 0.421
H -1.378 -2.373 -1.604 0.318
H -0.138 -1.601 -3.551 0.268
H -0.206 -0.024 -3.056 0.242
```

Computed properties:
HOMO, eV: -11.549
ΔE to the lowest compared entry with this formula, charge and spin, kJ/mol: 164.8
Net charge: +1

---

Entry 2:
Density functional theory data (wB97M-V/def2-TZVPD) for a structure of composition C4H8HgO2 at a distorted geometry.

Geometry as XYZ:
```
15
Properties=species:S:1:pos:R:3:mulliken_charge:R:1
H -2.657 0.210 0.270 0.278
C -1.880 1.042 -1.350 -0.456
O -2.872 0.281 -0.674 -0.467
Hg -4.947 -0.380 -1.382 -0.017
H -2.174 1.099 -2.407 0.209
H -1.830 2.058 -0.939 0.260
H -0.874 0.564 -1.300 0.181
O 3.649 -1.662 1.097 -0.436
C 2.679 -0.821 0.788 0.310
C 1.234 -0.615 1.070 -0.515
C 2.207 0.292 0.314 -0.518
H 3.727 -1.781 2.047 0.303
H 0.914 -0.343 2.083 0.246
H 0.491 -1.208 0.517 0.215
H 2.334 1.267 -0.134 0.408
```

Computed properties:
Multiplicity: 3
HOMO (alpha / beta), eV: -4.989 / -7.900

---

| no. | E (eV) |
| --- | --- |
| 1 | -8806.0262 |
| 2 | -12539.0502 |